# 1
83
Properties=species:S:1:pos:R:3:forces:R:3 method="wB97M-V/def2-TZVPD" smiles="C=CC(=O)OCCCCCCC1=CC(=O)C=C(C[C@H](C)OCc2ccccc2)C1=O.COCCOCCOC" multiplicity=1 total_charge=0 e_homo_ev=-9.19 energy_ha=-1809.4076 orbital_gap_ha=0.3071
H -1.179072 -4.315834 1.168067 0.071 -0.216 -0.069
H 0.743145 2.855158 -5.890486 0.018 -0.015 -0.001
C -4.681766 -1.098869 -1.700556 -0.003 -0.275 -0.383
C 4.497371 -1.900380 4.276237 -0.199 0.040 -0.015
H -5.171363 0.676494 0.415038 0.083 -0.114 -0.064
O -4.066792 3.667411 -0.205774 -0.336 0.303 -0.176
H 1.520258 0.038829 0.213422 0.151 0.101 -0.048
H -1.231690 2.848860 0.890944 -0.171 -0.089 -0.109
C 1.627811 -0.553617 -0.699593 -0.540 0.011 0.581
C 0.770041 3.796361 -2.641057 0.009 0.038 0.090
H 7.972186 0.191918 1.526310 0.114 0.019 0.048
H 5.075597 2.460641 2.821260 -0.004 0.002 -0.056
H 3.277264 -3.660039 2.393308 0.034 -0.092 0.031
H 1.119541 4.594011 -1.998506 -0.008 0.027 -0.003
C -3.496389 4.455006 0.743623 0.202 0.106 0.041
H 5.334550 0.087292 4.387397 -0.017 -0.072 -0.162
H -4.904576 -4.703544 -0.849007 0.034 -0.178 -0.090
H 4.990644 -3.924933 2.820098 -0.004 -0.011 0.012
C -2.880253 3.727470 1.897909 -0.107 -0.116 0.178
H 6.681149 2.410315 3.570710 0.004 0.000 0.004
C 7.309899 -1.175924 3.005841 0.027 -0.118 -0.059
C -2.802348 -4.998202 -0.184202 0.049 0.040 -0.093
O 4.345574 -1.947648 2.868922 0.256 -0.043 -0.022
H 4.721520 -2.894240 4.677283 0.052 -0.018 -0.048
C 0.087492 2.723307 -2.089898 -0.050 -0.101 -0.122
C 0.224710 -1.022176 -1.093374 0.827 -0.147 -0.059
H -5.111359 0.204035 -3.336727 0.009 -0.146 -0.067
C -1.789641 2.983077 1.807974 -0.013 -0.022 0.100
H -6.079050 3.272504 -0.006396 0.014 0.043 -0.112
H -0.692868 -1.515179 0.745653 0.094 0.047 0.031
H -3.351524 3.881723 2.862547 -0.009 0.032 -0.014
H 0.575512 -2.628514 0.308296 0.013 -0.092 -0.085
H -2.184024 0.851686 -2.179414 0.007 0.008 0.090
H 2.077076 0.064214 -1.472282 0.066 -0.022 -0.029
H -0.455546 0.934488 -4.904189 0.007 -0.024 -0.009
O -3.444216 5.644321 0.630804 0.021 -0.054 -0.108
C -2.127050 -2.911802 -1.788671 -0.132 -0.020 0.167
H -5.037836 -1.342027 -0.697976 0.011 0.111 0.058
H 5.569740 -0.930897 5.802133 0.000 0.020 0.002
C -0.270203 -2.073379 -0.097059 -0.254 0.174 0.082
H 6.509922 2.858523 1.853619 0.047 0.026 0.038
O 6.893482 -1.293597 4.355062 0.090 -0.061 0.089
C -1.349577 -3.048268 -0.515655 0.015 -0.087 0.136
C -5.127067 2.807311 0.253965 0.292 -0.349 0.286
H 4.566835 -3.178476 1.271189 -0.044 0.034 -0.006
O -1.634216 -2.589304 -2.844640 0.053 0.205 -0.065
C -3.893936 -4.325418 -0.938654 0.041 0.262 -0.124
H 0.285843 -1.451958 -2.092275 -0.225 0.029 -0.083
C -0.113924 1.742158 -4.267015 0.027 0.063 -0.054
H 8.055696 0.822226 3.184835 -0.033 0.008 0.037
H -3.916181 1.345466 -0.648155 0.052 -0.164 0.173
C -5.859952 1.203286 -1.578551 -0.056 -0.335 0.157
H -5.086591 2.738855 1.343193 0.028 0.022 0.002
H 2.256536 -1.404021 -0.438208 0.191 0.029 -0.285
C 4.290092 -3.247045 2.323264 -0.127 0.098 -0.025
C -4.964820 1.417867 -0.356329 -0.071 0.386 -0.228
H -6.535454 -0.550978 -2.648088 0.014 -0.066 -0.068
C 0.564183 2.820475 -4.823711 -0.083 0.017 0.111
H 8.312376 -1.610499 2.995838 -0.001 -0.008 -0.019
C -1.693254 -4.096532 0.239542 0.099 0.266 -0.140
H 6.687351 -1.775053 2.338101 -0.105 0.124 0.000
H -3.679212 -0.671582 -1.626158 -0.002 0.011 0.324
H -1.397775 2.494376 2.690686 0.091 0.081 0.002
H -6.896530 1.165339 -1.234823 -0.018 0.171 0.005
H -0.100227 2.674617 -1.025571 0.056 0.020 0.016
H -5.488784 -2.912432 -2.630042 -0.024 -0.025 -0.014
H -4.065485 -2.200363 -3.444942 -0.192 -0.062 -0.109
O -2.796562 -6.185454 0.044510 -0.142 -0.019 0.292
C -4.529785 -2.418780 -2.480159 0.327 0.182 0.119
C 5.573332 -0.928725 4.708819 -0.041 0.131 0.085
H 1.530675 4.691152 -4.445726 0.016 0.043 0.056
O -0.654821 0.098550 -1.075505 -0.526 -0.366 -0.135
H -1.170462 -0.280589 -3.062069 0.012 -0.126 0.063
C 6.122754 2.213089 2.649605 0.003 -0.004 -0.117
O 6.184972 0.852623 2.287347 -0.084 -0.098 0.272
C 7.444304 0.237923 2.488215 -0.001 0.090 -0.190
C -5.580754 -0.087259 -2.394137 0.018 0.376 0.047
C 1.003403 3.853889 -4.008793 0.001 -0.128 -0.103
H -5.763918 2.075379 -2.225937 -0.073 0.018 -0.050
C -1.149065 0.529270 -2.332823 0.093 0.341 -0.053
H 3.550864 -1.563658 4.719831 0.012 -0.068 0.084
C -0.364673 1.686202 -2.901807 0.104 0.026 -0.099
C -3.583112 -3.280506 -1.706460 -0.159 -0.229 0.060

=====

# 2
22
Properties=species:S:1:pos:R:3:forces:R:3 method="wB97M-V/def2-TZVPD" smiles="CCN1C[C@@H](C)C1=O.O" multiplicity=1 total_charge=0 e_homo_ev=-9.17 energy_ha=-441.6200 relative_energy_kcal_mol=37.7 orbital_gap_ha=0.3638
C 0.140466 -3.248398 0.968859 0.073 -0.166 -0.106
H -1.267171 -0.438361 2.313531 -0.047 -0.232 -0.078
C -0.375740 -1.126985 -0.403277 -2.886 -0.807 -1.545
H 0.304636 -3.601050 1.996136 -0.033 0.078 -0.259
H 0.996561 -3.554633 0.352493 -0.241 0.065 0.170
H -2.665011 0.326948 -1.347730 -0.082 -0.097 0.209
C -0.016278 -1.739803 0.949667 0.376 0.727 0.370
H -3.505390 -2.053743 -1.021821 -0.103 0.215 0.117
H -4.207362 -1.557057 0.540483 0.053 0.049 -0.239
N -1.592064 -0.506687 0.186607 2.052 -0.724 -0.325
C -1.350558 -1.153740 1.483889 0.068 0.059 -0.020
H -2.077028 -1.940034 1.731711 0.100 0.168 -0.028
C -2.872797 -0.089876 -0.351868 0.322 0.263 -0.380
O 0.711271 1.239207 -0.683892 -3.206 0.394 1.377
H -3.262391 0.733739 0.267452 0.094 -0.176 -0.145
C -3.906061 -1.202556 -0.454635 -0.101 -0.224 0.022
O -0.092986 -1.330763 -1.564553 -0.161 0.465 1.908
H 0.857684 -1.236419 1.387322 -0.150 -0.212 -0.040
H -4.804030 -0.833992 -0.968007 0.196 -0.104 0.138
H -0.759404 -3.743065 0.576134 0.225 0.140 0.060
H 1.302261 1.254776 0.075837 -0.097 0.123 0.093
H -0.274481 1.232329 -0.267264 3.548 -0.005 -1.298

=====

# 3
13
Properties=species:S:1:pos:R:3:forces:R:3 method="wB97M-V/def2-TZVPD" multiplicity=3 total_charge=0 e_homo_ev="-4.57 / -10.08" energy_ha=-521.3305 relative_energy_kcal_mol=37.3 orbital_gap_ha="0.1892 / 0.2394"
C -0.611432 -0.921042 1.133827 0.779 0.270 -2.354
C -0.885404 0.375309 -3.128045 -0.382 1.163 -0.513
Si 0.237166 -0.900767 -0.556899 -0.838 1.874 -0.439
C -0.411266 -0.031387 -2.100782 0.139 -1.791 2.086
H -1.220746 0.998480 0.941125 -0.435 0.703 0.515
H 3.004083 2.464589 -1.372610 -0.801 -0.329 0.601
C 1.878713 0.643835 -0.620944 -2.307 -8.086 3.158
C -1.154980 0.174290 1.630668 0.059 0.089 1.583
H -0.439462 -1.769824 1.738923 0.185 -0.924 0.585
C 2.365362 1.709232 -0.909440 3.167 7.353 -3.266
H -1.363464 0.200775 2.737123 -0.246 0.474 -1.449
H -1.340103 0.950273 -3.902780 0.137 -0.274 -0.202
H 0.757964 -2.201824 -0.848626 0.546 -0.522 -0.306

=====

# 4
29
Properties=species:S:1:pos:R:3:forces:R:3 method="wB97M-V/def2-TZVPD" smiles="O=c1cc[nH]c(=O)[nH]1.CC(C)(C)C" multiplicity=1 total_charge=0 e_homo_ev=-9.59 energy_ha=-612.5007 relative_energy_kcal_mol=53.4 orbital_gap_ha=0.3625
C -1.223552 -1.216450 -3.373104 -1.643 -1.558 1.378
H -1.243995 1.041037 0.579158 0.233 -0.308 -0.183
C 0.063893 0.279192 2.087363 1.114 0.425 0.152
H -0.225830 -3.001884 -2.947740 0.706 0.801 -0.194
H -1.911881 -0.327025 1.517919 1.158 0.504 -0.899
O 2.085170 -1.605395 -2.241828 1.129 -0.788 0.863
H 1.733877 0.020369 0.835788 0.771 -0.904 -1.486
C -0.241088 1.495695 2.924858 -1.729 -0.370 5.372
C 1.039899 -1.195036 -2.643536 1.236 1.663 -1.120
H 1.222141 1.765072 0.945279 0.196 -0.655 0.190
N 0.971903 0.209778 -2.949529 1.314 -0.442 0.511
H 1.981184 0.807849 2.379057 -0.092 0.639 -1.927
H 1.181566 -0.694836 3.666203 0.728 -0.095 0.322
H -2.228927 0.649042 -3.600398 2.598 -1.193 1.339
C -0.163088 0.912879 -3.077092 -2.282 1.555 0.284
O -0.290932 2.120304 -3.055849 0.703 -0.126 -0.257
C 0.388812 -0.945667 2.996623 -2.604 0.209 -0.999
H -0.546983 -1.055962 3.609648 0.863 -0.380 -0.358
H -2.210096 -1.817557 -3.499227 1.852 1.332 -0.168
H 0.637597 1.666859 3.725220 -1.495 0.346 -2.430
C 1.324754 0.775876 1.431381 1.514 0.374 2.528
H 0.551290 -1.877045 2.404298 0.131 0.710 0.554
H -0.610799 2.321537 2.299672 0.675 0.090 0.576
C -0.088886 -1.911649 -3.053892 -3.282 -0.960 -0.459
H -1.072717 1.332923 3.830641 1.316 0.111 -2.639
H 1.880472 0.714393 -2.841826 -1.382 -0.489 0.013
C -0.951573 0.075622 1.014726 -2.781 -1.664 0.192
N -1.358450 0.138490 -3.170156 -0.959 0.220 -2.098
H -0.693761 -0.678412 0.206345 0.013 0.956 0.941

=====

| no. | largest force on an atom (eV Å⁻¹) |
| --- | --- |
| 1 | 0.84 |
| 2 | 3.78 |
| 3 | 8.98 |
| 4 | 5.66 |